# 1
H14LiO11S | ωB97M-V with the def2-TZVPD basis set

CARTESIAN COORDINATES (ANGSTROEM)
Li 9.0672 -1.3458 -4.6747
S 4.2974 -1.9468 -7.3103
O 5.6766 -1.5129 -7.1142
O 3.6925 -1.6970 -6.0461
O 3.6229 -1.0676 -8.3124
O 4.1019 -3.2845 -7.7991
O 11.5258 1.3783 -6.3384
H 11.6541 1.9723 -7.0780
H 11.9150 1.8356 -5.5930
O 9.0351 -1.0251 -10.4601
H 8.5773 -1.2672 -9.6550
H 9.8214 -1.5708 -10.4624
O 4.3029 1.1412 -1.9946
H 4.4007 0.5748 -2.7600
H 3.6795 1.8128 -2.2712
O 11.5848 -1.0211 -1.6023
H 12.4796 -1.3313 -1.7413
H 11.5154 -0.9054 -0.6547
O 5.9643 3.2716 -7.1167
H 5.1570 2.7573 -7.1228
H 6.6644 2.6192 -7.0947
O 7.1343 -4.1954 -2.5378
H 6.9426 -5.0044 -3.0122
H 6.8286 -4.3618 -1.6462
O 11.0352 -4.0078 -6.7223
H 10.5677 -4.5507 -7.3571
H 11.8605 -4.4693 -6.5735

## Properties
- spin multiplicity = 1
- total charge = -1
- E_HOMO (eV) = -2.01
- Kohn-Sham gap (eV) = 2.42

***

# 2
H14NO5 | ωB97M-V with the def2-TZVPD basis set

CARTESIAN COORDINATES (ANGSTROEM)
N 0.0840 1.5231 -1.3072
H 0.1689 0.5861 -0.8619
H 0.9969 1.7844 -1.6779
H -0.6153 1.5031 -2.0688
H -0.1614 2.1102 -0.4946
H 1.1348 -5.4237 -0.1900
H -0.1354 -4.6076 -0.0385
O 0.7629 -4.5520 -0.3848
H 0.6717 2.3598 1.8763
H -0.3872 1.3661 2.1395
O -0.0708 1.9311 1.4232
H 0.4163 -0.7966 4.5145
H -0.4886 -1.0037 3.3250
O 0.3507 -0.5934 3.5709
H 0.7696 -1.5188 0.6676
H 1.8584 -0.6366 0.0907
O 0.8990 -0.7001 0.1720
H -2.1603 1.5762 -4.0154
H -2.3418 2.9294 -3.3761
O -1.7523 2.1629 -3.3645

## Properties
- spin multiplicity = 1
- energy above the lowest of the compared OMol25 structures with the same formula, charge and spin (kJ/mol) = 89.8
- total charge = +1
- E_HOMO (eV) = -14.10
- Kohn-Sham gap (eV) = 11.27

***

# 3
H14NaO7 | ωB97M-V with the def2-TZVPD basis set

CARTESIAN COORDINATES (ANGSTROEM)
Na 0.1820 -0.2153 0.3769
O -1.9879 0.6539 -0.4285
H -2.5067 0.1039 -1.0344
H -2.6379 1.1637 0.0703
O -0.2114 1.6414 1.8476
H -0.9351 1.7617 2.4731
H 0.4534 2.2860 2.1174
O 2.4651 1.0518 -0.3345
H 2.3939 1.6709 -1.0743
H 3.0201 1.4862 0.3240
O 0.0377 1.3173 -2.5838
H -0.7047 1.0818 -2.0098
H -0.0714 2.2634 -2.7358
O 1.5243 -1.4171 -1.4102
H 2.1564 -0.6980 -1.2483
H 1.3240 -1.3830 -2.3522
O 0.1387 -1.5813 2.6164
H -0.1258 -1.4568 3.5344
H 0.0193 -2.5220 2.4405
O -1.2409 -2.1437 -0.3178
H -1.2217 -3.1040 -0.4109
H -2.0715 -1.9607 0.1398

## Properties
- spin multiplicity = 1
- energy above the lowest of the compared OMol25 structures with the same formula, charge and spin (kJ/mol) = 17.9
- total charge = +1
- E_HOMO (eV) = -14.50
- Kohn-Sham gap (eV) = 11.29

***

# 4
H14O6S2 | ωB97M-V with the def2-TZVPD basis set

CARTESIAN COORDINATES (ANGSTROEM)
S 2.6804 2.0248 -1.1495
S 3.0557 1.2885 0.7345
H 1.6318 2.8502 -0.9827
H 2.9594 0.0593 1.1351
H 1.0403 -3.0015 -0.5129
H -0.4049 -3.2320 -0.6259
O 0.1955 -2.5383 -0.4835
H 1.3034 -2.3650 1.5729
H 0.1522 -1.1852 1.7145
O 1.0821 -1.4405 1.8951
H -0.9925 3.4363 -2.8602
H 0.4096 3.1549 -2.9652
O -0.4317 2.6594 -2.7981
H -3.3468 -2.2461 -1.9376
H -1.8801 -2.4395 -1.5881
O -2.5871 -1.7850 -1.5202
H -2.5558 2.9544 -0.2672
H -3.1228 1.7095 -1.1137
O -3.1155 2.6490 -1.0161
H 0.8632 -1.0607 3.7600
H 1.9560 -0.6143 4.3187
O 1.1075 -0.8783 4.6900

## Properties
- spin multiplicity = 1
- energy above the lowest of the compared OMol25 structures with the same formula, charge and spin (kJ/mol) = 274.0
- E_HOMO (eV) = -9.07
- SMILES = SS.O.O.O.O.O.O
- Kohn-Sham gap (eV) = 8.91

***

# 5
H14O7 | ωB97M-V with the def2-TZVPD basis set

CARTESIAN COORDINATES (ANGSTROEM)
O 0.2311 3.2715 0.2024
H -0.1986 3.3010 1.0572
H 0.2894 2.3388 -0.0048
O -0.4246 -3.6320 0.6740
H 0.1698 -3.3203 1.3565
H -1.1446 -3.0013 0.6765
O 2.3939 -0.3835 -2.0517
H 2.1458 -0.0545 -2.9157
H 2.9181 0.3198 -1.6685
O 0.1564 0.3172 -0.0389
H 0.8980 -0.2877 -0.0201
H -0.6029 -0.2276 0.1684
O -2.3441 1.1698 -1.5315
H -2.5697 2.0299 -1.1771
H -1.4371 1.2608 -1.8233
O -2.2544 -1.3547 -0.1982
H -2.1098 -0.6243 -0.7997
H -2.6315 -2.0444 -0.7444
O 2.0857 -0.0636 2.8589
H 2.0334 0.3639 3.7137
H 2.3956 0.6214 2.2665

## Properties
- spin multiplicity = 2
- energy above the lowest of the compared OMol25 structures with the same formula, charge and spin (kJ/mol) = 68.9
- total charge = -1
- E_HOMO (spin up / spin down) (eV) = 0.76 / -7.64
- Kohn-Sham gap (spin up / spin down) (eV) = 2.74 / 10.98

***

# 6
H14O7 | ωB97M-V with the def2-TZVPD basis set

CARTESIAN COORDINATES (ANGSTROEM)
O -0.7616 -0.6872 1.5774
H -1.1791 -0.4600 2.5185
H -0.3218 0.1453 1.6762
O 2.4612 -0.9185 -2.2195
H 2.9559 -1.4972 -1.4380
H 1.8040 -0.3113 -1.9102
O -2.2927 3.3934 -0.9766
H -2.3648 3.3221 -0.1128
H -1.4414 3.0736 -1.0895
O 0.1592 -0.0158 -0.8258
H 0.1812 0.8108 -0.5583
H -0.1044 -0.3316 0.0682
O -0.4614 2.0321 0.7479
H 0.4904 2.4410 0.6292
H -0.7964 2.7130 1.1886
O -0.4597 -2.5351 -1.7669
H -0.1533 -1.9049 -1.3143
H -0.6673 -2.2381 -2.6329
O 0.9143 -2.6859 2.4740
H 0.3017 -1.9164 1.9697
H 1.7359 -2.4295 1.9950

## Properties
- spin multiplicity = 1
- energy above the lowest of the compared OMol25 structures with the same formula, charge and spin (kJ/mol) = 520.3
- E_HOMO (eV) = -10.61
- SMILES = O.O.O.O.O.O.O
- Kohn-Sham gap (eV) = 9.73

***

# 7
H14O7 | ωB97M-V with the def2-TZVPD basis set

CARTESIAN COORDINATES (ANGSTROEM)
H -0.7581 0.2373 -0.8309
H 0.6333 -0.3819 -0.3098
H 2.4637 3.6950 -0.4328
H 1.1953 3.2314 -1.2295
H -1.9043 1.4664 1.5571
H -3.2171 1.7063 2.5010
H 5.3293 -1.7560 -0.0293
H 4.4011 -0.4967 0.5309
H -2.7836 -1.9947 -0.3240
H -1.3869 -1.9685 -0.7351
H -4.9541 0.3144 -0.9186
H -3.4120 -0.0792 -1.0175
H 2.7258 -1.7621 -0.1567
H 2.3247 -1.4097 1.1978
O -0.0417 -0.3075 -1.0102
O 1.5978 4.0174 -0.8101
O -2.3854 1.1388 2.2925
O 4.5373 -1.4663 0.5335
O -2.1156 -2.5734 -0.4331
O -4.2456 -0.2886 -0.6329
O 1.9964 -1.3223 0.2578

## Properties
- spin multiplicity = 1
- energy above the lowest of the compared OMol25 structures with the same formula, charge and spin (kJ/mol) = 266.7
- E_HOMO (eV) = -10.58
- SMILES = O.O.O.O.O.O.O
- Kohn-Sham gap (eV) = 10.55

***

# 8
H14O7 | ωB97M-V with the def2-TZVPD basis set

CARTESIAN COORDINATES (ANGSTROEM)
O -0.6129 -0.8024 -0.4915
H -0.4777 0.1304 -0.3249
H -1.1086 -1.1123 0.2664
O -0.6606 3.0841 -2.4171
H -0.6206 2.8581 -3.3464
H -1.5410 3.4388 -2.2940
O -1.3513 -0.7391 -3.8645
H -1.2235 -0.6450 -2.9205
H -1.4902 0.1545 -4.1782
O 0.2234 -3.6030 4.1623
H -0.2062 -3.9647 4.9374
H -0.3573 -2.8994 3.8724
O -1.8028 -0.5596 2.8867
H -2.7099 -0.4548 3.1738
H -1.2885 -0.0804 3.5364
O 1.2454 3.3195 1.0606
H 2.0936 3.2064 0.6317
H 0.6087 3.2825 0.3467
O 4.0203 -1.8235 -1.6230
H 3.2086 -1.6675 -1.1403
H 4.0510 -1.1224 -2.2739

## Properties
- spin multiplicity = 1
- energy above the lowest of the compared OMol25 structures with the same formula, charge and spin (kJ/mol) = 190.8
- E_HOMO (eV) = -11.30
- SMILES = O.O.O.O.O.O.O
- Kohn-Sham gap (eV) = 11.38

***

# 9
H14O7 | ωB97M-V with the def2-TZVPD basis set

CARTESIAN COORDINATES (ANGSTROEM)
O 0.2753 -1.4521 1.6594
H 0.6392 -2.2471 1.3038
H -0.6414 -1.6415 1.8168
O 2.4243 -0.0873 2.9070
H 1.8132 -0.6522 2.4034
H 2.9664 -0.6842 3.4326
O 0.6165 0.1834 -0.5921
H 0.3451 -0.2908 0.2080
H 0.2601 1.0602 -0.3886
O 1.3453 -1.5199 -3.0700
H 1.4630 -0.6312 -3.3241
H 0.8624 -1.8426 -3.8395
O -1.2642 2.3780 -0.3906
H -1.7740 1.9387 -1.0144
H -1.8924 2.8538 0.1305
O -1.1959 1.1859 2.1849
H -1.9763 1.5743 2.5643
H -1.1569 1.5690 1.3722
O -1.3629 -0.7130 -2.3435
H -0.5531 -0.6919 -1.8373
H -1.1936 -0.2893 -3.1831

## Properties
- spin multiplicity = 1
- energy above the lowest of the compared OMol25 structures with the same formula, charge and spin (kJ/mol) = 187.9
- E_HOMO (eV) = -10.56
- SMILES = O.O.O.O.O.O.O
- Kohn-Sham gap (eV) = 10.84

***

# 10
H14O7 | ωB97M-V with the def2-TZVPD basis set

CARTESIAN COORDINATES (ANGSTROEM)
O 1.4856 1.3757 -1.7855
H 0.9396 0.9997 -2.5555
H 0.8546 2.0257 -1.5145
O 0.1766 0.2397 0.6485
H 0.8386 0.2327 -0.0755
H -0.0744 -0.6363 0.9225
O -0.8434 -1.2973 -1.6755
H -1.2384 -1.1523 -2.5565
H -1.1694 -0.4843 -1.2205
O -2.8684 -0.4473 0.6315
H -2.2044 -1.1423 0.6655
H -2.3384 0.2627 0.2405
O -0.8784 1.6347 2.9335
H -0.4234 1.2877 2.2125
H -1.5934 2.0057 2.4555
O -0.8034 -2.4173 1.1585
H -1.1474 -2.6813 2.0075
H -0.5584 -3.1833 0.6225
O 4.2406 1.3867 -0.8685
H 4.3136 0.5357 -1.2425
H 3.2916 1.4557 -1.0035

## Properties
- spin multiplicity = 1
- energy above the lowest of the compared OMol25 structures with the same formula, charge and spin (kJ/mol) = 179.5
- E_HOMO (eV) = -10.87
- SMILES = O.O.O.O.O.O.O
- Kohn-Sham gap (eV) = 10.67

***

no.,electronic energy (Ha),molar mass (g/mol)
1,-1241.6697,229.1
2,-439.1357,108.1
3,-697.2569,149.1
4,-1256.1206,174.2
5,-535.0437,126.1
6,-534.9257,126.1
7,-535.0223,126.1
8,-535.0512,126.1
9,-535.0523,126.1
10,-535.0555,126.1